#P
C4H12N3 | the ωB97M-V functional and the def2-TZVPD basis

Properties
Net charge = +1

Last column: Mulliken charge in e.
Cartesian coordinates (Å):
C 0.948 -1.023 -0.435  -0.325
C 0.881 0.243 0.038  0.504
C 0.703 -2.345 0.327  -1.067
C -1.795 1.312 0.143  -0.251
N 1.409 1.336 -0.510  -0.450
N -1.920 0.687 -1.004  -0.180
N 0.198 0.416 1.203  -0.503
H 1.526 -1.094 -1.372  0.245
H 1.397 -3.035 -0.231  0.286
H 0.981 -2.177 1.486  0.344
H -0.237 -2.882 0.166  0.275
H -1.467 2.312 0.076  0.358
H -2.675 1.096 0.861  0.304
H 1.669 2.061 0.168  0.226
H 1.952 1.263 -1.428  0.242
H -1.252 0.979 -1.783  0.296
H -2.355 -0.157 -1.092  0.219
H -0.125 -0.369 1.732  0.169
H 0.164 1.377 1.656  0.307

---

#Q
C4H12N3 | the ωB97M-V functional and the def2-TZVPD basis

Properties
Net charge = +1
Structure (SMILES) = N/C=C(\[NH3+])CCN

Last column: Mulliken charge in e.
Cartesian coordinates (Å):
N 1.768 -1.875 1.038  -0.661
C 1.203 -1.017 0.075  -0.130
C 0.529 0.079 0.487  -0.068
N 0.707 0.316 1.967  -0.234
C -0.846 0.493 0.006  -0.618
C -0.876 0.585 -1.538  -0.570
N -1.844 1.629 -1.927  -0.648
H 1.107 -2.412 1.598  0.249
H 2.335 -2.610 0.632  0.290
H 1.562 -1.299 -0.909  0.387
H -0.146 0.062 2.465  0.336
H 1.502 -0.226 2.321  0.393
H 0.845 1.307 2.160  0.364
H -1.220 1.449 0.355  0.386
H -1.488 -0.346 0.294  0.312
H 0.108 0.813 -1.947  0.388
H -1.199 -0.341 -2.019  0.333
H -2.628 1.202 -2.401  0.258
H -1.422 2.192 -2.656  0.235

---

What should be chosen as the most stable of them? Choose #Q.

---

#P
C3H8O2S2 | the ωB97M-V functional and the def2-TZVPD basis

Properties
Structure (SMILES) = O=CCCSS.O

Last column: Mulliken charge in e.
Cartesian coordinates (Å):
O 0.671 -3.387 0.178  -0.464
C -0.087 -2.774 -0.514  -0.021
C -0.114 -1.268 -0.629  -0.332
C 0.948 -0.589 0.216  -0.644
S 0.745 1.230 0.237  -0.093
S -0.467 1.494 1.912  -0.206
H -0.878 -3.272 -1.099  0.346
H -1.105 -0.932 -0.318  0.280
H -0.023 -1.032 -1.700  0.265
H 1.953 -0.770 -0.151  0.357
H 0.864 -0.947 1.233  0.349
H 0.548 1.417 2.792  0.161
O -1.618 1.760 -3.295  -0.637
H -0.942 1.820 -2.608  0.326
H -2.176 2.532 -3.160  0.312

---

#Q
C3H8O2S2 | the ωB97M-V functional and the def2-TZVPD basis

Properties
Structure (SMILES) = O=CCCSS.O

Last column: Mulliken charge in e.
Cartesian coordinates (Å):
O -0.376 -0.940 1.794  -0.458
C -0.041 0.196 1.941  0.083
C -0.006 1.192 0.757  -0.418
C 1.213 0.992 -0.149  -0.721
S 2.724 0.433 0.767  -0.089
S 3.382 2.252 1.636  -0.210
H 0.262 0.688 2.884  0.312
H -0.870 0.986 0.121  0.294
H -0.143 2.182 1.189  0.316
H 1.009 0.184 -0.844  0.359
H 1.461 1.925 -0.644  0.366
H 4.623 2.266 1.069  0.167
O -4.693 -4.261 -3.320  -0.649
H -4.728 -4.050 -4.264  0.323
H -3.818 -4.044 -2.938  0.326

---

What should be chosen as the most stable of them? Choose #P.

---

#P
CH2F2N2 | the ωB97M-V functional and the def2-TZVPD basis

Last column: Mulliken charge in e.
Cartesian coordinates (Å):
C 0.248 -0.970 1.980  -0.178
N -0.232 -1.545 1.100  -0.149
N 0.014 1.449 -0.665  0.029
F -0.789 0.408 -1.174  -0.174
F 0.949 1.625 -1.595  -0.119
H 0.413 1.032 0.113  0.252
H -0.603 -1.999 0.240  0.339

---

#Q
CH2F2N2 | the ωB97M-V functional and the def2-TZVPD basis

Properties
Structure (SMILES) = [H]/N=N/C(F)F

Last column: Mulliken charge in e.
Cartesian coordinates (Å):
H -1.623 -0.355 0.792  0.263
N -1.176 0.194 0.055  -0.315
N 0.024 0.288 0.283  -0.133
C 0.919 1.140 -0.927  0.444
F 0.875 2.432 -0.742  -0.215
F 0.338 0.857 -2.066  -0.211
H 2.081 0.810 -0.834  0.167

---

What should be chosen as the most stable of them? Choose #Q.

---

#P
CH2F2N2 | the ωB97M-V functional and the def2-TZVPD basis

Properties
Structure (SMILES) = N/C(F)=N/F

Last column: Mulliken charge in e.
Cartesian coordinates (Å):
N 0.218 0.550 -0.939  -0.370
C 0.036 -0.069 0.220  0.703
F 0.638 0.636 1.374  -0.251
N -0.668 -1.088 0.403  -0.399
F -0.843 -1.491 1.718  -0.136
H -0.313 0.215 -1.724  0.235
H 0.932 1.246 -1.052  0.219

---

#Q
CH2F2N2 | the ωB97M-V functional and the def2-TZVPD basis

Properties
Structure (SMILES) = N=C=NF.F

Last column: Mulliken charge in e.
Cartesian coordinates (Å):
N -0.653 1.305 0.181  -0.409
C -0.233 0.472 -0.612  0.444
N 0.602 0.042 -1.345  -0.211
F 0.356 -0.330 -2.638  -0.122
H -1.016 1.340 1.180  0.318
F 0.514 -1.503 2.093  -0.405
H 0.430 -1.326 1.142  0.387

---

What should be chosen as the most stable of them? Choose #P.

---

#P
C4H6N2 | the ωB97M-V functional and the def2-TZVPD basis

Last column: Mulliken charge in e.
Cartesian coordinates (Å):
N -0.989 -0.959 -1.248  -0.120
C -1.445 0.082 -0.867  -0.076
C -0.844 0.961 0.174  -0.364
C 0.213 0.392 1.100  -0.063
C 0.321 -1.364 -1.302  -0.573
N 1.268 1.055 1.351  -0.602
H -0.395 1.794 -0.383  0.252
H -1.680 1.367 0.747  0.361
H -0.023 -0.576 1.556  0.402
H 0.975 -0.893 -2.038  0.247
H 0.554 -2.398 -1.103  0.271
H 1.855 0.548 2.018  0.264

---

#Q
C4H6N2 | the ωB97M-V functional and the def2-TZVPD basis

Properties
Structure (SMILES) = Nc1cc[nH]c1

Last column: Mulliken charge in e.
Cartesian coordinates (Å):
N -2.009 0.148 -0.275  -0.547
C -0.641 0.091 0.034  0.866
C 0.073 -1.120 0.176  -0.660
C 1.408 -0.830 0.117  -0.416
N 1.545 0.530 0.052  -0.016
C 0.292 1.105 0.016  -0.851
H -2.421 1.062 -0.157  0.227
H -2.537 -0.556 0.221  0.246
H -0.314 -2.130 0.180  0.332
H 2.025 -1.521 -0.431  0.275
H 2.407 1.044 0.119  0.185
H 0.171 2.176 -0.051  0.358

---

#R
C4H6N2 | the ωB97M-V functional and the def2-TZVPD basis

Properties
Structure (SMILES) = C=NN=C.C#C

Last column: Mulliken charge in e.
Cartesian coordinates (Å):
C -2.988 1.161 -1.116  -0.295
N -1.812 1.128 -1.542  -0.117
N -0.642 0.850 -1.104  -0.309
C -0.112 -0.233 -0.734  -0.333
H -3.319 1.080 -0.054  0.252
H -3.700 1.408 -1.866  0.259
H -0.638 -1.184 -0.701  0.281
H 0.932 -0.257 -0.828  0.259
C 2.740 -0.719 2.424  -0.390
C 3.374 -1.340 1.632  -0.371
H 2.281 -0.102 3.074  0.402
H 3.885 -1.791 0.814  0.361

---

#S
C4H6N2 | the ωB97M-V functional and the def2-TZVPD basis

Properties
Structure (SMILES) = C1=NN2C[C@H]2C1

Last column: Mulliken charge in e.
Cartesian coordinates (Å):
C 1.336 -0.367 0.176  -0.211
N 0.393 -1.254 -0.100  -0.475
N -0.804 -0.526 -0.666  -0.294
C -1.450 0.004 0.559  -0.367
C -0.479 0.856 -0.208  -0.102
C 0.990 1.020 0.015  -0.326
H 2.291 -0.855 0.471  0.396
H -0.883 -0.467 1.509  0.227
H -2.517 0.288 0.615  0.279
H -1.080 1.588 -0.888  0.293
H 1.113 1.304 1.093  0.176
H 1.569 1.528 -0.693  0.405

---

What should be chosen as the most stable of them? Choose #Q.

---

#P
C4H6N2 | the ωB97M-V functional and the def2-TZVPD basis

Properties
Structure (SMILES) = Nc1ccc[nH]1

Last column: Mulliken charge in e.
Cartesian coordinates (Å):
N -0.159 -1.851 -0.633  -0.439
C -0.110 -0.499 -0.256  0.229
C 1.142 -0.016 -0.128  -0.362
C 0.986 1.323 0.432  -0.695
C -0.372 1.519 0.603  -0.406
N -1.052 0.385 0.212  -0.073
H -0.442 -2.113 -1.556  0.196
H -0.288 -2.526 0.099  0.197
H 1.560 -1.041 -0.466  0.401
H 1.705 2.093 0.704  0.341
H -0.933 2.370 0.985  0.376
H -2.037 0.356 0.005  0.235

---

#Q
C4H6N2 | the ωB97M-V functional and the def2-TZVPD basis

Last column: Mulliken charge in e.
Cartesian coordinates (Å):
C -1.200 -0.642 0.187  -0.959
C -0.371 0.641 -0.969  -0.445
C 0.349 -0.540 -0.621  -0.006
N 1.434 -0.214 0.192  0.080
N 1.363 1.080 0.557  -0.591
C 0.330 1.576 -0.074  -0.164
H -1.868 0.186 0.407  0.296
H -1.754 -1.379 -0.389  0.303
H -0.844 -1.050 1.137  0.384
H 0.407 -1.465 -1.186  0.412
H 2.046 -0.824 0.712  0.247
H 0.106 2.631 0.047  0.443

---

What should be chosen as the most stable of them? Choose #P.

---

#P
C3H6N2S2 | the ωB97M-V functional and the def2-TZVPD basis

Properties
Structure (SMILES) = NN[C@@H]1C=CSS1

Last column: Mulliken charge in e.
Cartesian coordinates (Å):
N 1.160 1.542 1.643  -0.613
N 1.086 0.342 0.885  -0.211
C -0.134 0.125 0.314  -0.297
C -0.098 -1.489 -0.625  -0.534
C -0.954 -1.452 -1.604  -0.300
S -1.936 -0.047 -1.965  -0.100
S -0.570 1.162 -1.130  -0.120
H 0.646 2.305 1.164  0.268
H 0.676 1.379 2.600  0.278
H 1.645 0.349 0.106  0.305
H -0.961 0.135 0.992  0.443
H 0.580 -2.127 -0.171  0.435
H -1.141 -2.223 -2.209  0.446

---

#Q
C3H6N2S2 | the ωB97M-V functional and the def2-TZVPD basis

Properties
Structure (SMILES) = NC(N)=CC(=S)S

Last column: Mulliken charge in e.
Cartesian coordinates (Å):
N -1.766 -0.865 0.149  -0.558
C -0.741 0.084 -0.005  0.653
N -1.289 1.379 0.156  -0.484
C 0.559 -0.474 -0.391  -0.823
C 1.637 0.384 0.002  0.418
S 1.761 2.105 -0.041  -0.401
S 3.204 -0.587 0.164  -0.183
H -1.573 -1.979 0.177  0.267
H -2.498 -0.631 -0.555  0.281
H -2.095 1.649 0.995  0.306
H -0.596 2.215 -0.216  0.229
H 0.773 -1.508 -0.435  0.184
H 2.623 -1.773 -0.001  0.112

---

What should be chosen as the most stable of them? Choose #Q.